Record 1
Molecular formula: C23H16Cl5N2O8V
Method: DFT, ωB97M-V/def2-TZVPD

Values from the calculation:
- HOMO (alpha / beta): -0.144 / -0.196 hartree
- LUMO level (alpha / beta): 0.07547 / 0.07474 hartree
- Energy: -131765.629 eV

Geometry as ORCA input:
```
! RIJCOSX wB97M-V def2-TZVPD def2/J DEFGRID3
* xyz -1 4
V 1.343 -1.358 -0.246
Cl 7.197 -5.143 -0.874
C 5.802 -4.259 -0.503
C 5.748 -3.684 0.793
C 4.670 -2.925 1.099
Cl 4.763 -2.051 2.538
C 3.487 -2.861 0.289
O 2.403 -2.426 0.901
C 3.601 -3.321 -1.078
C 2.768 -2.829 -2.130
O 1.758 -2.077 -2.051
C 4.753 -4.060 -1.399
H 6.530 -3.879 1.493
H 3.226 -3.016 -3.157
H 4.967 -4.632 -2.292
Cl -6.405 0.470 0.574
C -5.062 0.086 -0.390
C -4.879 -1.215 -0.847
C -3.644 -1.617 -1.386
C -2.740 -0.621 -1.656
C -3.050 0.738 -1.418
Cl -2.018 1.892 -2.222
C -4.127 1.145 -0.622
N -4.117 2.286 0.143
C -3.129 3.132 0.742
C -3.566 4.435 1.096
C -2.715 5.455 1.529
C -1.299 5.204 1.522
C -0.947 3.897 1.227
C -1.795 2.850 1.012
C -1.293 1.528 1.196
C 0.071 0.997 0.620
O 1.150 1.187 1.165
O -0.016 0.117 -0.407
H -5.691 -1.980 -0.717
H -3.612 -2.639 -1.604
H -1.691 -0.791 -1.906
H -5.075 2.501 0.507
H -4.620 4.738 0.859
H -3.168 6.400 1.954
H -0.575 5.931 1.833
H 0.126 3.545 1.218
H -2.023 0.772 1.024
H -0.995 1.440 2.251
O -1.895 -1.965 1.483
Cl -1.245 -3.070 0.847
O -0.265 -3.795 1.610
O -0.457 -2.550 -0.376
O -2.307 -3.988 0.346
C 3.411 2.486 -0.835
C 3.280 1.118 -0.620
N 2.995 -0.010 -0.501
H 3.299 2.660 -1.906
H 4.400 2.773 -0.513
H 2.671 2.981 -0.213
*
```

Record 2
Molecular formula: C2H3N3OS
Method: DFT, ωB97M-V/def2-TZVPD

Values from the calculation:
- HOMO (alpha / beta): -0.329 / -0.329 hartree
- LUMO level (alpha / beta): -0.03563 / -0.03554 hartree
- Energy: -19470.314 eV

Geometry as ORCA input:
```
! RIJCOSX wB97M-V def2-TZVPD def2/J DEFGRID3
* xyz 0 1
C -0.064 1.603 0.183
C 0.382 -1.267 -0.033
N 1.136 1.021 0.188
N -1.159 1.004 0.317
N 1.244 -0.261 -0.023
O -1.105 -3.231 -0.940
S -0.521 -2.587 0.239
H 0.009 2.630 0.045
H -2.121 1.491 0.321
H 2.199 -0.404 -0.297
*
```

Record 3
Molecular formula: C9H21N3O3Sn
Method: DFT, ωB97M-V/def2-TZVPD

Values from the calculation:
- HOMO: -0.594 hartree
- LUMO level: -0.32297 hartree
- Energy: -26103.364 eV

Geometry as ORCA input:
```
! RIJCOSX wB97M-V def2-TZVPD def2/J DEFGRID3
* xyz 2 1
Sn -22.567 -23.380 1.515
C -24.992 -25.689 3.027
C -24.635 -26.232 1.687
O -23.638 -25.838 1.028
N -25.388 -27.209 1.225
C -25.107 -28.024 0.062
H -25.147 -24.600 2.947
H -24.195 -25.705 3.774
H -25.917 -26.070 3.449
H -26.151 -27.593 1.763
H -25.056 -29.091 0.286
H -24.156 -27.769 -0.396
H -25.886 -27.976 -0.701
C -19.652 -23.170 -2.258
C -20.860 -23.984 -1.898
O -21.745 -23.540 -1.139
N -20.968 -25.193 -2.450
C -22.218 -25.921 -2.406
H -19.960 -22.255 -2.766
H -18.976 -23.710 -2.917
H -19.160 -22.873 -1.332
H -20.276 -25.438 -3.139
H -22.113 -26.762 -3.086
H -23.095 -25.293 -2.560
H -22.481 -26.398 -1.454
C -18.085 -24.386 1.963
C -19.138 -25.358 1.538
O -20.355 -25.081 1.592
N -18.737 -26.525 1.042
C -19.607 -27.436 0.326
H -17.100 -24.844 2.069
H -18.254 -23.863 2.900
H -17.984 -23.669 1.144
H -17.739 -26.624 0.943
H -20.648 -27.124 0.342
H -19.545 -28.457 0.694
H -19.328 -27.396 -0.730
*
```

Record 4
Molecular formula: C22H25BrNOPd
Method: DFT, ωB97M-V/def2-TZVPD

Values from the calculation:
- HOMO (alpha / beta): -0.118 / -0.110 hartree
- LUMO level (alpha / beta): 0.11011 / 0.10805 hartree
- Energy: -100279.062 eV

Geometry as ORCA input:
```
! RIJCOSX wB97M-V def2-TZVPD def2/J DEFGRID3
* xyz -1 3
C 1.987 0.064 3.530
C 2.235 -0.574 2.262
C 1.980 0.364 1.220
H 2.599 -1.591 2.129
C 1.561 1.589 1.814
C 1.539 1.403 3.254
H 1.309 2.508 1.286
C -1.241 -1.712 3.528
C -0.095 -2.314 2.913
C -0.271 -2.262 1.495
H 0.722 -2.777 3.452
C -1.498 -1.597 1.215
C -2.085 -1.211 2.483
H 2.107 0.198 0.147
H 1.265 2.152 3.996
H 2.121 -0.367 4.517
H -3.004 -0.647 2.631
H 0.406 -2.689 0.755
H -1.454 -1.692 4.586
Pd -0.087 0.037 2.625
C -2.181 -1.540 -0.131
C -3.630 -2.003 0.054
C -1.554 -2.501 -1.142
H -3.640 -3.060 0.335
H -4.154 -1.911 -0.901
H -4.168 -1.438 0.816
H -1.612 -3.524 -0.760
H -0.521 -2.230 -1.366
H -2.141 -2.458 -2.068
C -2.224 -0.094 -0.728
C -1.039 0.423 -1.521
H -2.441 0.620 0.087
H -3.087 -0.029 -1.413
O -0.038 -0.252 -1.866
N -1.265 1.732 -1.905
C -0.238 2.719 -2.268
H -2.121 2.150 -1.533
C 1.106 2.123 -2.571
C 2.243 2.724 -2.028
H 2.116 3.630 -1.421
C 3.491 2.101 -2.160
H 4.363 2.536 -1.666
C 3.615 0.922 -2.902
H 4.581 0.424 -3.004
C 2.484 0.375 -3.523
H 2.543 -0.560 -4.079
C 1.226 0.963 -3.355
H 0.381 0.539 -3.905
H -0.116 3.443 -1.437
H -0.595 3.267 -3.156
Br -1.475 2.027 1.679
*
```

Record 5
Molecular formula: C3H9NO2
Method: DFT, ωB97M-V/def2-TZVPD

Values from the calculation:
- HOMO: -0.358 hartree
- LUMO level: 0.02610 hartree
- Energy: -8841.102 eV
- Structure (SMILES): CC(=O)O.CN

Geometry as ORCA input:
```
! RIJCOSX wB97M-V def2-TZVPD def2/J DEFGRID3
* xyz 0 1
C 2.455 -0.827 0.727
N 1.299 -1.672 1.076
H -0.813 -0.621 0.771
H 0.539 -0.990 1.030
H 1.079 -2.310 0.312
H 2.391 0.254 0.990
H 2.877 -0.846 -0.285
H 3.290 -1.151 1.400
C -2.374 1.629 -1.006
C -1.430 0.487 -0.765
O -0.524 0.145 -1.484
O -1.279 0.213 0.577
H -2.645 2.173 -0.086
H -3.162 1.224 -1.706
H -1.704 2.294 -1.551
*
```

Record 6
Molecular formula: C20H24ClMoNO5P2
Method: DFT, ωB97M-V/def2-TZVPD

Values from the calculation:
- HOMO (alpha / beta): -0.564 / -0.558 hartree
- LUMO level (alpha / beta): -0.34041 / -0.33277 hartree
- Energy: -65788.048 eV

Geometry as ORCA input:
```
! RIJCOSX wB97M-V def2-TZVPD def2/J DEFGRID3
* xyz 2 3
C -1.437 3.361 -3.722
C -1.176 2.081 -3.225
C 0.166 1.607 -3.305
C 1.186 2.379 -3.887
C 0.908 3.700 -4.234
C -0.401 4.181 -4.180
C 2.553 1.801 -4.156
C 2.632 0.321 -3.898
C 1.543 -0.387 -3.366
C 1.513 -1.809 -3.336
C 2.655 -2.488 -3.779
C 3.800 -1.779 -4.161
C 3.797 -0.386 -4.202
H -2.464 3.729 -3.738
H 1.718 4.345 -4.578
H -0.621 5.192 -4.517
H 2.758 1.953 -5.230
H 2.649 -3.575 -3.813
H 4.694 -2.331 -4.453
H 4.694 0.156 -4.499
N 0.492 0.343 -2.776
Mo -0.078 -0.174 -0.983
C -2.295 1.226 -2.632
H -2.423 0.279 -3.181
H -3.237 1.789 -2.679
C 0.285 -2.564 -2.839
H -0.634 -2.265 -3.369
H 0.437 -3.642 -2.979
P -2.127 0.758 -0.838
P -0.114 -2.413 -1.019
C 1.236 -3.347 -0.256
H 1.214 -3.132 0.820
H 1.089 -4.420 -0.445
H 2.191 -3.013 -0.677
C -1.576 -3.397 -0.621
H -1.322 -4.464 -0.683
H -1.901 -3.141 0.398
H -2.387 -3.161 -1.322
C -2.191 2.379 -0.024
H -3.204 2.796 -0.095
H -1.905 2.240 1.026
H -1.477 3.055 -0.505
C -3.627 -0.066 -0.264
H -3.439 -0.484 0.735
H -4.457 0.652 -0.223
H -3.885 -0.890 -0.939
C 0.868 -0.020 0.896
O 1.826 0.233 1.513
H 3.346 2.353 -3.671
O 0.225 -1.801 2.352
Cl -0.965 -1.039 2.742
O -1.084 -0.941 4.166
O -0.794 0.342 2.157
O -2.154 -1.638 2.156
*
```

Record 7
Molecular formula: C5H11N2O
Method: DFT, ωB97M-V/def2-TZVPD

Values from the calculation:
- HOMO: -0.076 hartree
- LUMO level: 0.09310 hartree
- Energy: -10385.666 eV

Geometry as ORCA input:
```
! RIJCOSX wB97M-V def2-TZVPD def2/J DEFGRID3
* xyz -1 1
C 2.982 0.275 -0.598
O 3.608 -0.086 0.537
C 1.432 0.456 -0.524
C 0.836 -0.695 0.272
C -0.598 -0.331 0.730
N -3.767 0.172 0.633
C -2.624 0.363 -0.246
N -1.434 -0.153 -0.481
H 3.076 -0.542 -1.395
H 3.412 1.171 -1.117
H 1.143 1.392 -0.049
H 1.026 0.489 -1.536
H 0.805 -1.635 -0.298
H 1.487 -0.866 1.144
H -0.957 -1.139 1.383
H -0.511 0.576 1.348
H -3.667 -0.642 1.253
H -2.614 1.428 -0.522
H -3.634 -0.233 -0.536
*
```

Record 8
Molecular formula: C39H43AsN2OPtS2
Method: DFT, ωB97M-V/def2-TZVPD

Values from the calculation:
- HOMO: -0.506 hartree
- LUMO level: -0.27440 hartree
- Energy: -131909.796 eV

Geometry as ORCA input:
```
! RIJCOSX wB97M-V def2-TZVPD def2/J DEFGRID3
* xyz 2 1
Pt 0.318 0.164 -0.770
S 4.757 1.134 -0.731
C 3.104 1.157 -0.342
N 2.379 0.217 -0.880
C 3.146 -0.622 -1.693
C 2.699 -1.739 -2.400
C 3.616 -2.441 -3.151
C 4.962 -2.057 -3.201
C 5.418 -0.966 -2.494
C 4.493 -0.252 -1.736
H 2.672 1.911 0.298
H 1.664 -2.053 -2.341
H 3.295 -3.311 -3.707
H 5.655 -2.629 -3.801
H 6.459 -0.673 -2.528
C 0.577 1.439 5.125
C -0.003 1.947 3.970
C 0.015 1.201 2.801
C 0.610 -0.053 2.787
C 1.200 -0.561 3.942
C 1.180 0.189 5.108
As 0.536 -1.139 1.204
C 2.137 -2.220 1.186
C 2.079 -3.492 0.629
C 3.239 -4.249 0.520
C 4.450 -3.735 0.959
C 4.505 -2.463 1.518
C 3.351 -1.707 1.633
C -0.823 -2.484 1.456
C -0.696 -3.330 2.557
C -1.641 -4.318 2.778
C -2.712 -4.464 1.905
C -2.835 -3.623 0.810
C -1.892 -2.628 0.587
H 0.561 2.018 6.039
H -0.475 2.921 3.981
H -0.434 1.601 1.897
H 1.677 -1.534 3.945
H 1.637 -0.207 6.004
H 1.140 -3.905 0.283
H 3.190 -5.242 0.094
H 5.350 -4.330 0.879
H 5.445 -2.064 1.876
H 3.407 -0.722 2.083
H 0.140 -3.233 3.239
H -1.540 -4.977 3.629
H -3.448 -5.237 2.079
H -3.666 -3.740 0.127
H -1.984 -1.980 -0.272
C 0.645 4.635 0.997
S -0.250 3.855 -0.349
C -0.136 5.191 -1.541
O 0.664 2.773 -0.874
H 0.038 5.443 1.404
H 1.602 5.013 0.641
H 0.795 3.876 1.763
H -0.699 6.050 -1.176
H -0.578 4.831 -2.468
H 0.910 5.450 -1.698
C 0.209 0.809 -3.284
C -1.264 0.903 -3.646
C -1.845 -0.486 -3.942
C -2.150 1.626 -2.659
C -2.911 2.656 -3.146
C -3.917 3.244 -2.369
C -4.246 2.760 -1.115
C -3.562 1.689 -0.567
C -4.095 1.138 0.733
C -3.102 1.016 1.890
C -4.810 -0.188 0.441
C -2.387 1.167 -1.282
N -1.621 0.394 -0.575
H 0.804 0.528 -4.157
H 0.379 -0.115 -2.677
H 0.635 1.710 -2.851
H -1.328 1.490 -4.565
H -1.779 -1.125 -3.058
H -1.283 -0.956 -4.749
H -2.890 -0.430 -4.246
H -2.767 2.999 -4.162
H -4.486 4.069 -2.783
H -5.071 3.198 -0.570
H -4.854 1.856 1.049
H -2.416 0.184 1.748
H -3.647 0.852 2.819
H -2.531 1.941 1.997
H -4.099 -0.943 0.117
H -5.574 -0.075 -0.328
H -5.293 -0.544 1.351
*
```

Record 9
Molecular formula: C4H12Cl3CrN4O20
Method: DFT, ωB97M-V/def2-TZVPD

Values from the calculation:
- HOMO (alpha / beta): -0.251 / -0.251 hartree
- LUMO level (alpha / beta): 0.04377 / 0.04213 hartree
- Energy: -117209.840 eV

Geometry as ORCA input:
```
! RIJCOSX wB97M-V def2-TZVPD def2/J DEFGRID3
* xyz -1 5
Cr 21.147 -8.662 6.060
Cl 19.146 -5.564 4.983
O 20.039 -4.821 4.143
O 19.965 -6.507 5.711
O 18.510 -4.722 5.970
O 18.123 -6.193 4.218
Cl 18.831 -11.137 6.429
O 19.052 -9.939 5.759
O 18.954 -12.170 5.439
O 19.861 -11.374 7.297
O 17.496 -11.249 6.994
Cl 23.817 -6.777 5.852
O 25.209 -6.925 6.080
O 23.063 -6.775 7.074
O 23.545 -5.496 5.163
O 23.147 -7.841 5.112
C 23.383 -11.545 8.933
N 23.026 -10.132 8.582
O 22.364 -9.936 7.517
O 23.294 -9.255 9.457
H 23.338 -11.771 9.998
H 24.280 -11.851 8.394
H 22.527 -12.070 8.508
C 21.835 -12.550 3.323
N 22.405 -11.837 4.545
O 23.220 -12.472 5.203
O 21.937 -10.762 4.817
H 21.938 -13.624 3.477
H 22.444 -12.183 2.497
H 20.836 -12.215 3.044
C 19.510 -8.534 1.526
N 20.460 -8.967 2.598
O 21.244 -9.879 2.221
O 20.458 -8.411 3.717
H 19.096 -9.434 1.070
H 20.076 -7.951 0.799
H 18.775 -7.908 2.032
C 19.948 -6.262 9.563
N 19.788 -7.706 9.116
O 20.452 -8.159 8.166
O 19.027 -8.415 9.756
H 20.839 -5.805 9.134
H 20.058 -6.252 10.647
H 19.055 -5.705 9.280
*
```

Record 10
Molecular formula: C17H14BrN5O2S
Method: DFT, ωB97M-V/def2-TZVPD

Values from the calculation:
- HOMO: -0.291 hartree
- LUMO level: -0.00666 hartree
- Energy: -110279.004 eV
- Structure (SMILES): Cc1occc1-c1nnc(SCc2cc(=O)n3cc(Br)ccc3n2)n1C

Geometry as ORCA input:
```
! RIJCOSX wB97M-V def2-TZVPD def2/J DEFGRID3
* xyz 0 1
C -2.525 -2.913 -1.917
C -3.223 -2.611 -0.645
C -3.215 -1.478 0.140
C -4.077 -1.766 1.242
C -4.525 -3.030 1.043
O -4.010 -3.547 -0.087
H -5.190 -3.651 1.611
H -4.350 -1.117 2.048
C -2.491 -0.269 -0.155
N -2.079 0.077 -1.351
N -1.450 1.253 -1.267
C -1.466 1.615 -0.014
N -2.116 0.691 0.753
C -2.295 0.740 2.174
H -1.539 1.402 2.596
H -2.181 -0.260 2.593
H -3.282 1.133 2.428
S -0.771 3.063 0.649
C 0.431 3.401 -0.686
C 1.674 2.608 -0.458
C 2.892 3.198 -0.255
C 4.067 2.421 -0.051
O 5.199 2.809 0.140
N 3.819 0.998 -0.088
C 4.880 0.167 0.072
C 4.720 -1.181 0.049
C 3.436 -1.744 -0.146
C 2.377 -0.911 -0.304
C 2.542 0.504 -0.282
N 1.506 1.274 -0.450
H 1.375 -1.272 -0.465
H 3.322 -2.816 -0.167
Br 6.221 -2.313 0.274
H 5.830 0.665 0.216
H 3.012 4.269 -0.250
H -0.067 3.084 -1.602
H 0.622 4.472 -0.679
H -3.246 -3.208 -2.678
H -1.824 -3.737 -1.783
H -2.000 -2.021 -2.246
*
```

Record 11
Molecular formula: C4H12
Method: DFT, ωB97M-V/def2-TZVPD

Values from the calculation:
- HOMO (alpha / beta): 0.058 / -0.283 hartree
- LUMO level (alpha / beta): 0.15508 / 0.17407 hartree
- Energy: -4340.603 eV

Geometry as ORCA input:
```
! RIJCOSX wB97M-V def2-TZVPD def2/J DEFGRID3
* xyz -1 2
C 1.309 0.094 -0.918
C 0.489 0.359 -2.194
H 1.033 0.764 -0.107
H 1.056 -0.915 -0.579
H 2.389 0.102 -1.074
H -0.456 -0.176 -2.217
H 1.118 0.255 -3.081
H 0.209 1.415 -2.237
C -0.400 0.030 2.077
C -1.369 -0.487 0.988
H -0.681 -0.349 3.069
H 0.559 -0.481 1.962
H -0.454 1.118 2.073
H -1.135 -0.034 0.031
H -2.372 -0.122 1.215
H -1.294 -1.573 0.991
*
```

Record 12
Molecular formula: C5H6Cl2
Method: DFT, ωB97M-V/def2-TZVPD

Values from the calculation:
- HOMO: -0.361 hartree
- LUMO level: 0.03419 hartree
- Energy: -30325.884 eV
- Structure (SMILES): Cl/C=C/C=C\CCl

Geometry as ORCA input:
```
! RIJCOSX wB97M-V def2-TZVPD def2/J DEFGRID3
* xyz 0 1
C 1.572 -0.795 0.233
C 1.151 0.631 0.067
C -0.034 1.137 -0.237
C -1.233 0.325 -0.580
C -2.047 -0.211 0.276
H 1.544 -1.079 1.267
H 0.925 -1.538 -0.228
H 1.980 1.354 0.324
H -0.178 2.226 -0.263
H -1.475 0.236 -1.665
H -2.033 -0.141 1.345
Cl 3.255 -1.043 -0.320
Cl -3.426 -1.101 -0.218
*
```